Entry 1:
The following is a DFT calculation (ωB97M-V/def2-TZVPD) of an isolated molecule of C7H10O in a non-equilibrium geometry.

Computed properties:
SMILES	C=C1CC[C@@H]2C[C@]12O
LUMO energy	0.99	eV

ORCA input file:
```
! RIJCOSX wB97M-V def2-TZVPD def2/J DEFGRID3
* xyz 0 1
C 0.36 -0.61 0.01
C -0.74 -1.29 0.84
C -1.03 -0.82 -0.56
C -1.75 0.63 -0.56
C -0.79 1.36 0.42
C 0.71 0.91 0.18
C 1.96 1.43 -0.10
H 1.73 -2.00 0.36
H -1.22 -0.66 1.52
H -0.65 -2.30 1.12
H -1.44 -1.55 -1.36
H -1.68 0.88 -1.64
H -2.81 0.78 -0.45
H -1.32 2.53 0.56
H -1.14 1.08 1.55
H 2.76 0.76 -0.24
H 1.94 2.55 -0.20
O 1.44 -1.47 -0.32
*
```

***

Entry 2:
The following is a DFT calculation (ωB97M-V/def2-TZVPD) of a cluster of 4 separate species, C44H71FN3O4P2 in total in a non-equilibrium geometry.

Computed properties:
LUMO energy	-3.30	eV

ORCA input file:
```
! RIJCOSX wB97M-V def2-TZVPD def2/J DEFGRID3
* xyz 1 1
C 2.78 -4.39 4.11
C 4.33 -4.18 3.78
C 4.52 -3.35 2.45
C 4.27 -4.17 1.13
C 5.09 -3.62 -0.13
C 5.31 -2.07 -0.10
C 6.10 -1.50 -1.35
C 5.28 -0.31 -2.00
C 5.60 1.11 -1.41
C 5.66 1.18 0.15
C 4.23 1.22 0.83
C 3.69 2.67 1.09
C 2.14 2.82 0.93
C 1.29 1.88 1.88
C 0.43 2.65 2.97
C -1.09 2.22 2.95
C -1.44 1.04 3.93
C -2.48 -0.01 3.37
N -2.38 -0.26 1.92
C -3.35 -0.01 0.96
C -4.80 0.55 1.15
C -5.78 -0.63 0.72
C -5.99 -1.67 1.89
F -7.03 -0.05 0.45
C -2.81 -0.36 -0.33
P -3.52 -0.23 -2.03
O -2.82 0.81 -2.83
O -3.33 -1.67 -2.84
O -5.11 0.24 -2.01
N -1.50 -0.85 0.00
P -0.26 -1.44 -1.17
N -0.13 -0.47 -2.40
C -1.24 -0.80 1.34
C 0.02 -1.24 2.11
C -0.31 -2.53 2.98
O -0.08 -3.71 2.17
H 2.21 -3.68 3.46
H 2.51 -5.44 3.86
H 2.60 -4.15 5.19
H 4.73 -3.53 4.60
H 4.90 -5.14 3.76
H 5.59 -2.99 2.47
H 3.88 -2.42 2.42
H 4.55 -5.24 1.31
H 3.18 -4.10 0.86
H 4.46 -3.89 -1.02
H 6.04 -4.20 -0.23
H 5.86 -1.71 0.81
H 4.28 -1.60 -0.13
H 7.17 -1.24 -1.14
H 6.11 -2.32 -2.12
H 4.18 -0.56 -2.02
H 5.58 -0.28 -3.09
H 6.59 1.44 -1.81
H 4.83 1.83 -1.81
H 6.30 0.36 0.59
H 6.17 2.14 0.43
H 4.37 0.75 1.85
H 3.49 0.55 0.31
H 4.19 3.34 0.33
H 4.01 3.07 2.09
H 1.87 3.90 1.04
H 1.88 2.55 -0.13
H 1.96 1.11 2.36
H 0.60 1.29 1.21
H 0.44 3.73 2.63
H 0.86 2.58 4.00
H -1.70 3.12 3.27
H -1.36 2.04 1.88
H -1.93 1.51 4.83
H -0.54 0.51 4.35
H -3.50 0.44 3.53
H -2.48 -0.94 3.99
H -4.99 1.49 0.58
H -5.00 0.72 2.23
H -5.38 -1.22 -0.14
H -5.19 -2.46 1.79
H -5.95 -1.15 2.88
H -6.96 -2.19 1.69
H -3.44 -2.38 -2.18
H -5.25 0.53 -2.94
H 1.02 -1.49 -0.55
H -0.70 -2.72 -1.60
H 0.81 -0.09 -2.47
H 0.84 -1.55 1.43
H 0.41 -0.47 2.82
H -1.39 -2.54 3.30
H 0.28 -2.55 3.94
H -0.92 -4.19 2.22
C -7.86 1.14 -7.17
C -7.06 0.27 -6.46
C -5.83 0.70 -5.96
C -5.42 2.01 -6.17
C -6.23 2.88 -6.89
C -7.45 2.45 -7.39
H -8.82 0.81 -7.56
H -7.38 -0.75 -6.28
H -5.20 0.01 -5.41
H -4.46 2.35 -5.78
H -5.91 3.91 -7.05
H -8.08 3.13 -7.95
C 4.66 -1.89 -6.07
C 5.77 -1.64 -6.88
C 5.69 -0.68 -7.88
C 4.52 0.04 -8.07
C 3.41 -0.21 -7.26
C 3.49 -1.18 -6.27
H 4.72 -2.64 -5.29
H 6.69 -2.19 -6.72
H 6.55 -0.49 -8.51
H 4.46 0.79 -8.85
H 2.50 0.35 -7.41
H 2.62 -1.38 -5.64
C -3.75 5.52 6.45
C -3.98 4.42 7.27
C -4.63 3.30 6.76
C -5.05 3.28 5.43
C -4.81 4.38 4.62
C -4.16 5.50 5.13
H -3.24 6.39 6.85
H -3.65 4.43 8.30
H -4.82 2.45 7.40
H -5.55 2.41 5.04
H -5.13 4.36 3.58
H -3.98 6.36 4.49
*
```

***

Entry 3:
The following is a DFT calculation (ωB97M-V/def2-TZVPD) of a structure of composition C41H46BrF4NO3PSScSi in a non-equilibrium geometry.

Computed properties:
LUMO energy	0.14	eV

ORCA input file:
```
! RIJCOSX wB97M-V def2-TZVPD def2/J DEFGRID3
* xyz 0 1
Sc 0.63 0.12 0.07
F -2.53 -5.89 4.70
C -2.49 -4.87 3.85
C -3.66 -4.27 3.44
F -4.83 -4.71 3.89
C -3.60 -3.21 2.55
F -4.79 -2.71 2.18
C -2.41 -2.69 2.06
P -2.33 -1.18 0.99
C -3.41 -1.70 -0.40
C -3.21 -2.97 -0.94
C -3.90 -3.38 -2.08
C -4.81 -2.52 -2.68
C -5.01 -1.25 -2.16
C -4.30 -0.84 -1.03
C -3.35 0.04 1.94
C -4.74 0.07 1.99
C -5.40 1.05 2.73
C -4.68 2.02 3.41
C -3.30 2.01 3.35
C -2.64 1.03 2.62
C -1.25 -3.37 2.45
Br 0.43 -3.02 1.67
C -1.29 -4.43 3.34
F -0.18 -5.07 3.71
H -2.49 -3.64 -0.49
H -3.73 -4.37 -2.48
H -5.36 -2.84 -3.56
H -5.71 -0.57 -2.63
H -4.45 0.17 -0.66
H -5.33 -0.65 1.45
H -6.49 1.05 2.76
H -5.20 2.78 3.99
H -2.72 2.78 3.86
H -1.56 1.03 2.57
C 0.72 -0.01 3.80
C 0.64 0.09 2.32
O 1.73 0.23 1.70
H 0.73 1.02 4.17
H 1.64 -0.50 4.11
H -0.16 -0.51 4.21
C 5.37 2.64 -0.29
C 4.50 3.66 0.09
C 3.13 3.50 -0.01
C 2.57 2.31 -0.51
C 3.46 1.30 -0.90
C 4.84 1.46 -0.78
N 1.19 2.07 -0.56
C 0.33 3.16 -0.79
C -0.93 3.19 -0.18
C -1.81 4.24 -0.39
C -1.46 5.31 -1.21
C -0.21 5.29 -1.83
C 0.66 4.22 -1.64
H 6.44 2.77 -0.20
H 4.89 4.59 0.49
H 2.47 4.29 0.31
H 3.06 0.39 -1.31
H 5.49 0.65 -1.08
H -1.22 2.39 0.49
H -2.78 4.24 0.11
H -2.13 6.15 -1.35
H 0.08 6.10 -2.48
H 1.62 4.22 -2.14
C -2.27 3.46 -4.36
C -2.54 1.97 -4.55
C -2.53 1.20 -3.22
S -0.87 0.84 -2.68
O -1.05 0.31 -1.24
C -0.54 -0.65 -3.62
C 0.19 -0.41 -4.95
C 1.35 0.58 -4.85
H -2.21 3.98 -5.32
H -1.34 3.63 -3.82
H -3.07 3.93 -3.78
H -1.79 1.55 -5.23
H -3.50 1.81 -5.03
H -3.06 0.25 -3.27
H -2.94 1.80 -2.41
H -1.48 -1.20 -3.73
H 0.10 -1.19 -2.92
H -0.52 -0.09 -5.72
H 0.56 -1.38 -5.27
H 1.00 1.62 -4.84
H 2.03 0.47 -5.70
H 1.93 0.43 -3.94
C 1.28 -4.00 -2.02
Si 2.34 -2.56 -1.52
C 3.37 -2.09 -3.00
C 3.53 -3.10 -0.18
O 1.41 -1.31 -1.02
H 1.90 -4.84 -2.37
H 0.60 -3.73 -2.83
H 0.68 -4.36 -1.18
H 4.12 -2.86 -3.18
H 3.90 -1.14 -2.83
H 2.77 -1.98 -3.91
H 4.29 -3.76 -0.60
H 3.04 -3.62 0.64
H 4.03 -2.22 0.24
*
```

***

Entry 4:
The following is a DFT calculation (ωB97M-V/def2-TZVPD) of a cluster of 5 separate species, CH8O5 in total in a non-equilibrium geometry.

Computed properties:
LUMO energy	-5.14	eV

ORCA input file:
```
! RIJCOSX wB97M-V def2-TZVPD def2/J DEFGRID3
* xyz 0 1
O 1.39 -0.48 2.35
C 1.14 -0.65 1.26
O 0.11 -0.06 0.62
H -1.27 -3.74 0.93
H -1.70 -3.40 0.45
H -0.32 -0.72 0.01
H -0.52 -0.97 -2.55
O -1.14 -0.70 -1.87
H -1.37 0.59 -1.61
H -0.80 2.09 -1.33
O -1.60 1.55 -1.18
H 2.59 2.47 1.46
H 1.54 1.59 0.73
O 1.98 2.44 0.72
*
```

***

Entry 5:
The following is a DFT calculation (ωB97M-V/def2-TZVPD) of a structure of composition FNO3S2Y in a non-equilibrium geometry.

Computed properties:
LUMO energy	-7.77	eV

ORCA input file:
```
! RIJCOSX wB97M-V def2-TZVPD def2/J DEFGRID3
* xyz 1 1
Y -2.28 -0.70 -0.49
F -0.09 -2.23 0.91
N 1.10 0.32 0.26
S -0.04 1.51 0.76
O 0.44 2.73 0.05
O -1.39 1.07 0.07
S 0.61 -0.95 -0.46
O 1.65 -1.76 -1.10
*
```

***

Entry 6:
The following is a DFT calculation (ωB97M-V/def2-TZVPD) of a structure of composition C32H51BrF2N6PS2ScSi in a non-equilibrium geometry.

Computed properties:
LUMO energy	-5.24	eV

ORCA input file:
```
! RIJCOSX wB97M-V def2-TZVPD def2/J DEFGRID3
* xyz 2 1
Sc 1.56 0.41 0.61
N 1.99 2.59 2.06
N 1.37 3.81 1.80
C 0.41 3.89 0.86
N -0.12 5.08 0.64
S -0.12 2.53 0.00
H 1.62 2.20 2.93
H 2.98 2.75 2.15
H 1.58 4.60 2.39
H 0.16 5.91 1.15
H -0.85 5.17 -0.05
N 1.17 -1.21 4.61
C -0.21 -1.08 4.49
C -1.25 -1.46 5.32
C -2.52 -1.11 4.91
C -2.73 -0.40 3.72
C -1.69 -0.03 2.89
C -0.41 -0.40 3.29
N 0.84 -0.15 2.69
C 1.73 -0.64 3.53
C 3.16 -0.50 3.26
C 4.22 -0.95 3.98
S 5.67 -0.54 3.18
C 4.77 0.21 1.95
N 3.48 0.17 2.10
H 1.66 -1.67 5.37
H -1.08 -2.00 6.25
H -3.36 -1.39 5.52
H -3.74 -0.13 3.45
H -1.86 0.53 1.98
H 4.23 -1.50 4.90
H 5.26 0.64 1.09
F 2.22 -0.93 -1.58
C 2.48 -1.43 -0.27
F 3.87 -1.39 -0.17
H 2.23 -2.50 -0.31
C 4.69 1.29 -1.76
P 3.05 1.84 -1.20
C 2.14 1.99 -2.76
C 3.44 3.55 -0.68
C 2.98 4.68 -1.36
C 3.34 5.95 -0.92
C 4.16 6.11 0.18
C 4.64 4.99 0.85
C 4.27 3.73 0.43
H 5.04 1.94 -2.56
H 4.64 0.26 -2.11
H 5.42 1.34 -0.94
H 2.69 2.63 -3.46
H 1.14 2.40 -2.59
H 2.04 1.00 -3.19
H 2.35 4.57 -2.23
H 2.98 6.82 -1.46
H 4.46 7.10 0.49
H 5.32 5.11 1.69
H 4.66 2.86 0.95
C -0.33 -2.37 -3.45
C -1.82 -2.03 -3.29
C -2.06 -0.70 -4.02
C -2.64 -3.14 -3.99
Si -2.43 -1.94 -1.48
Br -0.65 -0.61 -0.52
C -2.28 -3.53 -0.44
C -2.15 -3.29 1.07
C -3.55 -4.37 -0.70
C -1.06 -4.36 -0.86
C -3.96 -0.85 -1.16
C -5.09 -1.36 -2.09
C -4.46 -0.98 0.29
C -3.74 0.64 -1.42
H -0.10 -2.36 -4.52
H -0.06 -3.35 -3.06
H 0.31 -1.63 -2.97
H -1.66 -0.80 -5.04
H -1.54 0.13 -3.54
H -3.11 -0.45 -4.11
H -2.36 -3.17 -5.05
H -3.71 -2.98 -3.95
H -2.43 -4.13 -3.58
H -2.98 -2.73 1.50
H -1.22 -2.76 1.32
H -2.12 -4.26 1.57
H -4.45 -3.88 -0.34
H -3.46 -5.32 -0.17
H -3.69 -4.60 -1.76
H -0.13 -3.80 -0.77
H -1.14 -4.74 -1.88
H -0.99 -5.23 -0.20
H -5.32 -2.41 -1.94
H -4.86 -1.21 -3.15
H -5.99 -0.79 -1.88
H -4.77 -1.98 0.55
H -5.33 -0.33 0.41
H -3.70 -0.65 1.00
H -3.52 0.87 -2.46
H -2.94 1.06 -0.81
H -4.66 1.17 -1.16
*
```

***

Entry 7:
The following is a DFT calculation (ωB97M-V/def2-TZVPD) of an isolated molecule of C4H10N2O in a non-equilibrium geometry.

Computed properties:
SMILES	CNCCNC=O
LUMO energy	0.95	eV

ORCA input file:
```
! RIJCOSX wB97M-V def2-TZVPD def2/J DEFGRID3
* xyz 0 1
C 1.22 -2.07 -0.81
N 1.64 -0.86 -0.35
C 1.08 -0.35 0.91
C -0.37 0.06 0.82
N -0.51 1.11 -0.22
C -1.85 1.53 -0.58
O 0.30 -2.66 -0.30
H 1.79 -2.51 -1.63
H 2.24 -0.25 -0.86
H 1.71 0.52 1.13
H 1.19 -1.07 1.71
H -1.04 -0.71 0.45
H -0.76 0.51 1.75
H 0.05 1.91 0.02
H -2.54 0.80 -0.15
H -2.07 1.48 -1.66
H -2.08 2.54 -0.23
*
```

***

Entry 8:
The following is a DFT calculation (ωB97M-V/def2-TZVPD) of a structure of composition C21H19BrN4O2OsS5.

Computed properties:
LUMO energy (spin up / spin down)	-0.83 / -1.37	eV

ORCA input file:
```
! RIJCOSX wB97M-V def2-TZVPD def2/J DEFGRID3
* xyz 0 5
Os -0.86 1.00 -1.50
O -1.22 -2.50 2.89
C 0.14 -2.51 2.79
C 0.80 -3.22 3.79
C 2.18 -3.27 3.81
C 2.92 -2.60 2.84
C 2.26 -1.90 1.84
C 0.87 -1.85 1.79
C 0.17 -1.13 0.66
O -0.06 0.28 0.91
N 1.00 -1.19 -0.53
N 0.48 -0.43 -1.57
C 1.17 -0.63 -2.78
C 0.52 -0.57 -3.92
Br -2.43 -2.29 -1.54
C -0.15 -0.52 -5.04
C -0.54 0.71 -5.75
C -1.48 0.64 -6.78
C -1.89 1.79 -7.44
C -1.35 3.02 -7.09
C -0.41 3.10 -6.07
C -0.01 1.96 -5.41
H -1.63 -1.94 2.22
H 0.20 -3.71 4.54
H 2.68 -3.82 4.59
H 4.00 -2.63 2.85
H 2.82 -1.37 1.09
H -0.81 -1.58 0.47
H 1.13 -2.15 -0.81
H 2.25 -0.77 -2.72
H -0.48 -1.46 -5.47
H -1.89 -0.32 -7.05
H -2.63 1.72 -8.23
H -1.67 3.91 -7.61
H 0.00 4.06 -5.79
H 0.72 2.02 -4.61
S -1.65 3.15 -1.59
S -2.70 3.63 0.14
S -4.45 2.80 0.03
S -2.78 -0.07 -1.58
C 2.36 0.62 5.19
C 0.90 0.75 4.92
C -0.03 1.00 5.92
C -1.36 1.12 5.55
N -1.76 1.00 4.28
C -0.78 0.75 3.42
S -1.43 0.61 1.77
N 0.51 0.63 3.64
H 2.57 0.56 6.25
H 2.89 1.48 4.77
H 2.74 -0.27 4.68
H 0.27 1.10 6.95
H -2.14 1.31 6.28
*
```

***

Entry 9:
The following is a DFT calculation (ωB97M-V/def2-TZVPD) of an isolated molecule of C2H3N2OP in a non-equilibrium geometry.

Computed properties:
SMILES	O=C/N=N\C#[PH2]
LUMO energy	-0.10	eV

ORCA input file:
```
! RIJCOSX wB97M-V def2-TZVPD def2/J DEFGRID3
* xyz 0 1
C 1.87 0.44 0.22
C -0.61 -0.55 -0.12
N 1.68 -0.88 -0.10
N 0.44 -1.11 -0.16
O 0.97 1.24 0.35
P -2.24 -0.18 0.39
H 2.93 0.66 0.34
H -2.88 -0.72 -0.74
H -2.16 1.09 -0.19
*
```

***

no.,molar mass (g/mol)
1,110.16
2,787.02
3,892.80
4,100.07
5,234.04
6,805.85
7,102.14
8,789.88
9,102.03